Record 1
Below is a cluster of 6 separate species, C15H28NO18S2 in total in a non-equilibrium geometry, with properties calculated with ωB97M-V/def2-TZVPD.

Summary:
* charge: -1
* orbital gap: 8.0 eV
* E_tot: -76017.7491 eV

Cartesian coordinates (Å):
N: -4.63025 -31.68570 -4.12847
O: -4.06251 -32.47959 -4.97294
O: -4.35908 -30.43050 -4.21365
O: -5.39752 -32.11120 -3.23587
O: 0.28581 -27.93025 -1.82813
S: -0.27439 -27.27080 -2.99472
O: -0.32470 -28.10323 -4.16229
O: -1.80719 -27.02240 -2.70191
C: -2.63420 -28.16224 -2.38377
C: -4.05610 -27.71387 -2.00122
C: 0.54470 -25.82971 -3.24451
H: -2.04874 -28.87768 -1.68612
H: -2.84307 -28.88920 -3.25830
H: -4.69044 -28.50877 -1.92615
H: -4.52206 -26.96201 -2.60257
H: -4.05213 -27.16895 -1.05481
H: 0.57089 -25.39661 -2.25203
H: 0.23478 -25.43671 -4.15057
H: 1.67643 -25.98002 -3.49164
O: -2.61253 -33.63339 0.08395
S: -2.28120 -32.23857 0.28402
O: -1.50150 -31.84852 1.40611
O: -1.40413 -31.65012 -0.98065
C: -1.33696 -32.46094 -2.08898
C: -0.55407 -31.72845 -3.17582
C: -3.82903 -31.36404 0.30082
H: -2.28801 -32.59916 -2.42331
H: -0.87695 -33.32434 -1.53675
H: -0.47547 -32.31142 -4.07321
H: 0.47997 -31.45633 -2.93354
H: -1.14207 -30.87045 -3.32662
H: -3.79360 -30.35930 0.61192
H: -4.46597 -31.83046 0.94917
H: -4.44139 -31.23726 -0.66574
C: -4.50303 -35.33119 -2.52390
C: -3.36554 -36.13348 -2.02190
O: -4.00931 -37.16269 -1.28539
C: -5.31754 -37.04872 -1.46145
O: -6.01954 -37.83838 -0.91285
O: -5.70505 -36.05699 -2.15888
H: -4.50428 -35.16685 -3.60856
H: -4.44879 -34.34577 -2.22189
H: -2.85112 -35.56995 -1.47834
H: -2.70491 -36.37974 -2.96457
C: -4.15689 -35.67066 -6.89745
C: -4.49101 -34.53382 -7.74747
O: -5.16880 -35.12771 -8.81522
C: -5.34380 -36.44848 -8.59383
O: -5.89375 -37.13527 -9.41424
O: -4.79684 -36.77479 -7.38251
H: -4.57532 -35.58199 -5.91764
H: -3.03536 -36.07886 -6.71074
H: -3.60586 -33.85571 -8.02120
H: -5.06831 -33.73727 -7.31958
C: -2.01927 -29.00292 -6.90884
C: -2.10943 -27.54075 -7.16731
O: -1.41278 -27.41997 -8.37495
C: -1.20817 -28.58113 -8.92872
O: -0.66142 -28.68481 -9.97933
O: -1.62730 -29.49738 -8.14135
H: -2.79167 -29.55132 -6.43579
H: -1.15484 -29.38262 -6.42643
H: -1.87014 -26.82719 -6.50758
H: -3.03340 -27.18484 -7.45367

The computed Mulliken charges, all in e, follow: 0.860, -0.575, -0.618, -0.637, -0.685, 1.397, -0.588, -0.368, 0.510, -1.525, -1.104, 0.225, -0.110, 0.410, 0.369, 0.396, 0.372, 0.371, 0.336, -0.570, 1.120, -0.656, -0.282, -0.038, -0.840, -1.028, 0.150, 0.310, 0.402, 0.352, -0.080, 0.445, 0.478, 0.194, 0.891, -0.004, -0.368, 0.629, -0.617, -0.331, -0.431, -0.086, 0.258, 0.157, 0.119, -0.077, -0.370, 0.611, -0.553, -0.343, -0.059, 0.194, 0.185, 0.189, 0.033, -0.428, -0.412, 0.728, -0.612, -0.380, 0.299, 0.106, 0.314, 0.364

Record 2
Below is a structure of composition C15H29Br3NO13S2 in a non-equilibrium geometry, with properties calculated with ωB97M-V/def2-TZVPD.

Summary:
* charge: -1
* orbital gap: 7.9 eV
* E_tot: -275916.1356 eV

Cartesian coordinates (Å):
N: -1.05744 0.19015 0.03845
O: -0.62608 1.33983 -0.25029
O: -0.94620 -0.85806 -0.69523
O: -1.63157 0.03591 1.09951
O: 3.02214 -0.09859 -0.10634
C: 2.75106 0.57591 -1.06491
O: 3.64432 1.17342 -1.82480
C: 3.12977 1.94877 -2.88639
C: 1.63380 2.01278 -2.47848
C: 1.37328 0.75612 -1.68072
H: 3.36309 1.36437 -3.77641
H: 3.48069 2.97430 -3.00144
H: 0.97069 2.07007 -3.34166
H: 1.50499 2.94686 -1.93166
H: 1.11045 -0.07843 -2.33076
H: 0.59838 0.96512 -0.94319
O: -2.39789 -3.26928 -0.34484
C: -2.23083 -3.13388 -1.51913
O: -2.68130 -4.02089 -2.40491
C: -2.59879 -3.58051 -3.75110
C: -1.34677 -2.66245 -3.56217
C: -1.45753 -2.03973 -2.25621
H: -3.48871 -3.00961 -4.01610
H: -2.47487 -4.43911 -4.41106
H: -1.24403 -1.93970 -4.37160
H: -0.46410 -3.30192 -3.56945
H: -2.05191 -1.12780 -2.19962
H: -0.49259 -1.83525 -1.79233
O: 1.67919 -2.88693 2.80833
S: 1.11878 -1.79091 2.01672
O: -0.33298 -1.48425 1.97159
O: 1.97994 -0.39412 2.39800
C: 1.44695 0.82826 1.99140
C: 2.46155 1.91670 2.22746
C: 1.75800 -2.00048 0.34470
H: 0.56561 1.18163 2.52661
H: 1.13032 0.82537 0.94840
H: 2.13576 2.88537 1.84845
H: 3.44679 1.53665 1.95733
H: 2.44884 2.16565 3.28857
H: 1.62063 -3.04969 0.08319
H: 2.79601 -1.66900 0.37263
H: 1.14840 -1.45417 -0.37504
O: -2.27155 -0.01957 5.25140
S: -1.45726 -0.29753 4.03727
O: -1.84157 -1.34639 3.10071
O: -1.04112 1.10131 3.24062
C: -2.12021 1.94168 2.78496
C: -1.65138 3.23660 2.13096
C: 0.22050 -0.57509 4.56877
H: -2.86033 2.23970 3.52759
H: -2.79312 1.43237 2.09510
H: -1.15937 2.99857 1.18790
H: -1.02570 3.89389 2.73476
H: -2.52010 3.80319 1.79570
H: 0.88187 -0.36634 3.72786
H: 0.25229 -1.65470 4.71546
H: 0.49536 0.02258 5.43787
C: -1.08626 0.81891 -2.94987
Br: -0.04206 -0.60412 -3.94419
Br: -2.96197 0.28323 -2.80182
Br: -1.06981 2.62347 -3.75843
H: -0.74408 0.89979 -1.91814

The computed Mulliken charges, all in e, follow: 0.818, -0.959, -0.154, -0.709, -0.479, 0.290, -0.485, -0.660, -0.899, 1.180, 0.308, 0.360, 0.063, 0.304, -0.266, -0.236, -0.510, 0.267, -0.480, -0.554, -0.707, 0.411, 0.223, 0.389, 0.386, 0.399, -0.058, 0.715, -0.730, 1.172, -0.359, -0.674, 2.248, -2.208, -1.230, -0.209, -0.195, 0.329, 0.364, 0.535, 0.596, 0.498, -0.301, -0.719, 1.192, -0.409, -0.433, -0.349, -0.932, -1.160, 0.460, 0.264, 0.068, 0.313, 0.388, 0.403, 0.408, 0.354, 1.562, -0.153, -0.140, -0.143, -0.768

Record 3
Below is a cluster of 3 separate species, C15H29FN2O12P3 in total in a non-equilibrium geometry, with properties calculated with ωB97M-V/def2-TZVPD.

Summary:
* charge: -1
* orbital gap: 3.4 eV
* E_tot: -74153.6462 eV

Cartesian coordinates (Å):
O: 3.71039 -1.24010 -6.02476
C: 3.31357 -0.18456 -5.66599
F: 3.69408 0.90911 -6.41992
N: 2.50182 -0.05822 -4.46395
C: 3.20907 0.78981 -3.51425
O: 4.41203 0.81531 -3.61920
C: 2.52332 1.70383 -2.41224
C: 2.49770 3.16101 -3.05504
C: 2.80406 4.26202 -2.12980
C: 2.77632 5.58616 -2.80802
C: 2.46742 5.57697 -4.23140
N: 2.15834 4.54937 -5.05280
C: 2.16683 3.31560 -4.46422
C: 1.22520 1.18850 -1.65025
O: 1.23843 1.68532 -0.30310
P: 2.89852 1.40237 0.21215
O: 3.52224 1.77827 -1.40065
H: 1.57612 0.30393 -4.71212
H: 3.03075 4.12140 -1.05018
H: 2.98830 6.51514 -2.22454
H: 2.48957 6.58895 -4.72404
H: 1.90808 2.44282 -5.11570
H: 0.22839 1.28901 -2.15282
H: 1.36157 0.06663 -1.57767
H: 2.37776 1.38163 1.57529
H: 2.81644 -0.02689 0.01615
H: 4.29292 1.18367 0.58734
H: 3.20468 2.79329 0.53423
C: -0.13924 -4.78383 3.64986
O: 0.01011 -3.43805 3.21106
P: 1.56593 -2.76248 3.36220
O: 1.59203 -2.93173 4.87442
O: 1.02069 -1.29893 2.94301
C: -0.23089 -0.83486 3.42110
O: 3.15179 -2.16390 3.30671
C: 4.17281 -3.15653 3.37592
H: -1.08525 -5.16552 3.26338
H: 0.67526 -5.40696 3.28125
H: -0.17278 -4.81837 4.74062
H: -0.46265 -1.22850 4.41235
H: -1.01606 -1.12644 2.71810
H: -0.20823 0.25240 3.48207
H: 4.02531 -3.91165 2.60145
H: 4.17329 -3.63015 4.36060
H: 5.13432 -2.67017 3.21561
C: -7.41667 -0.86529 -0.63524
O: -7.03885 -1.03210 0.72810
P: -5.47728 -0.49160 1.14896
O: -4.83824 -1.47951 0.18259
O: -5.57328 -1.14575 2.63217
C: -6.20914 -2.40145 2.81499
O: -3.94865 0.16271 1.52523
C: -3.44912 1.09762 0.56709
H: -8.49634 -1.00172 -0.70895
H: -7.15655 0.13043 -0.99281
H: -6.92993 -1.62312 -1.25145
H: -6.09097 -3.04776 1.94429
H: -7.27287 -2.24774 3.01655
H: -5.76200 -2.89718 3.67591
H: -4.17954 1.89223 0.40405
H: -3.23286 0.59190 -0.37571
H: -2.52811 1.53366 0.95200

The computed Mulliken charges, all in e, follow: -0.470, 0.507, -0.204, -0.259, -0.487, -0.579, 2.159, -0.086, -0.395, -0.498, -0.117, -0.656, -0.153, -0.715, -0.430, 0.098, -0.466, 0.404, 0.270, 0.327, 0.291, 0.112, 0.285, 0.478, -0.085, -0.194, -0.043, -0.049, -0.760, -0.258, 0.991, -0.688, -0.255, -0.685, -0.240, -0.724, 0.242, 0.288, 0.301, 0.336, 0.282, 0.257, 0.307, 0.315, 0.244, -0.700, -0.334, 1.047, -0.670, -0.316, -0.613, -0.210, -0.741, 0.247, 0.292, 0.292, 0.309, 0.241, 0.251, 0.335, 0.327, 0.249

Record 4
Below is a cluster of 3 separate species, C15H29FNO9PS in total in a non-equilibrium geometry, with properties calculated with ωB97M-V/def2-TZVPD.

Summary:
* orbital gap: 8.6 eV
* SMILES: NC[C@]1([PH2]=O)OC(=O)O[C@]1(F)CCCS(=O)(=O)O.C1CCOC1.C1CCOC1
* E_tot: -58779.9645 eV

Cartesian coordinates (Å):
N: 2.27173 -2.97023 2.89829
C: 2.78834 -2.02660 1.86643
C: 1.94739 -2.00191 0.47924
P: 1.22026 -0.26866 0.24723
O: -0.01852 0.04407 1.11071
O: 1.02649 -3.14891 0.57029
C: 1.75392 -4.27275 0.00208
O: 1.35169 -5.45931 0.05042
O: 2.96953 -3.80596 -0.66404
C: 2.65020 -2.42556 -0.89817
F: 1.49590 -2.49496 -1.81183
C: 3.70703 -1.45969 -1.60859
C: 5.14921 -1.39295 -0.90104
C: 6.20109 -2.50552 -1.47407
S: 6.59082 -3.82865 -0.24010
O: 5.80613 -3.73281 1.04215
O: 8.05992 -3.74205 0.07741
O: 6.15246 -5.30503 -0.96047
H: 1.28021 -2.81126 3.11792
H: 2.47517 -3.94746 2.65143
H: 3.90552 -2.23958 1.75172
H: 2.67970 -0.96692 2.33092
H: 2.27649 0.65981 0.62091
H: 1.01919 -0.07285 -1.16710
H: 3.26661 -0.40412 -1.78564
H: 3.88228 -1.90029 -2.66861
H: 5.12992 -1.39140 0.24139
H: 5.61303 -0.37518 -1.21021
H: 5.79486 -2.94026 -2.46710
H: 7.17313 -1.94963 -1.77184
H: 6.18607 -5.95046 -0.20299
C: -3.27979 3.09203 1.86150
C: -3.07596 1.65325 1.44526
C: -2.33013 1.08342 2.63490
O: -2.77012 1.81491 3.78997
C: -3.51470 2.95939 3.35326
H: -4.10294 3.58646 1.34320
H: -2.36440 3.66508 1.67675
H: -4.04679 1.15710 1.33961
H: -2.53072 1.53950 0.50659
H: -1.25219 1.23183 2.53550
H: -2.52300 0.01772 2.77947
H: -4.57218 2.77491 3.57330
H: -3.19200 3.84269 3.90985
C: -5.79426 4.49685 -2.80912
C: -5.59155 3.05809 -3.22630
C: -4.84664 2.48674 -2.03627
O: -5.28570 3.21613 -0.88223
C: -6.02952 4.36235 -1.31799
H: -6.61705 4.99303 -3.32701
H: -4.87872 5.06916 -2.99304
H: -6.56228 2.56246 -3.33257
H: -5.04612 2.94491 -4.16501
H: -3.76583 2.63484 -2.13512
H: -5.04039 1.42111 -1.89254
H: -7.08683 4.17863 -1.09819
H: -5.70597 5.24447 -0.76054

The computed Mulliken charges, all in e, follow: -0.675, -0.589, 0.688, 0.100, -0.445, -0.312, 0.399, -0.543, -0.282, 0.832, -0.373, -0.875, -0.546, -0.764, 1.136, -0.560, -0.607, -0.479, 0.291, 0.241, 0.039, 0.409, 0.122, 0.089, 0.378, 0.420, 0.338, 0.365, 0.418, 0.378, 0.378, -0.184, -0.347, -0.209, -0.438, -0.548, 0.026, 0.262, 0.191, 0.287, 0.144, 0.270, 0.304, 0.266, -0.531, -0.544, -0.414, -0.306, -0.476, 0.330, 0.270, 0.266, 0.323, 0.262, 0.275, 0.292, 0.259